The following is a quantum chemistry calculation of a 2-piece molecular cluster, C2H7O2 overall at a distorted geometry, from OMol25.

Each line ends with the natural charge from an NBO analysis.
Atoms and positions in Å:
C  -0.5065  0.6020  -0.7695  -0.037
O  0.2179  1.0593  0.2975  -0.932
C  -1.5168  -0.4826  -0.4456  -0.643
H  -1.1031  1.4373  -1.2376  0.078
H  0.1325  0.3739  -1.6540  0.098
H  -2.3927  -0.3504  -1.1026  0.170
H  -1.2261  -1.5351  -0.5562  0.173
H  -1.8799  -0.3677  0.5778  0.201
H  1.1617  -0.1107  0.6301  0.501
H  1.2022  -1.6286  0.9993  0.431
O  1.7928  -0.8725  0.8781  -1.039

charge	-1
max |F|	1.804	eV/A
energy above the lowest of the compared OMol25 structures with the same formula, charge and spin	5.33	kcal/mol
molar mass	63.08	g/mol
HOMO	-2.864	eV
frontier orbital gap	7.48	eV
LUMO	4.614	eV


The following is a quantum chemistry calculation of a 2-piece molecular cluster, C2H7O2 overall at a distorted geometry, from OMol25.

Each line ends with the natural charge from an NBO analysis.
Atoms and positions in Å:
C  -0.0617  0.4764  -0.3940  -0.156
O  -1.0485  0.4727  0.5016  -0.235
C  1.2839  0.8097  0.3464  -0.620
H  0.1218  -0.4224  -1.0664  0.175
H  -0.2243  1.1691  -1.1909  0.242
H  2.0849  1.1066  -0.3325  0.223
H  1.2488  1.6421  1.1009  0.222
H  1.6954  0.1106  0.9697  0.217
H  -1.4102  -0.9700  0.0770  0.468
H  -1.6941  -2.5771  0.2337  0.458
O  -1.9960  -1.8177  -0.2457  -0.995

charge	0
max |F|	4.157	eV/A
energy above the lowest of the compared OMol25 structures with the same formula, charge and spin	29.88	kcal/mol
molar mass	63.08	g/mol
spin multiplicity	2
HOMO (spin up / spin down)	-10.319 / -10.244	eV
frontier orbital gap (spin up / spin down)	11.20 / 7.71	eV
LUMO (spin up / spin down)	0.882 / -2.534	eV
⟨S²⟩	0.75


The following is a quantum chemistry calculation of a 2-piece molecular cluster, C2H7O2 overall at a distorted geometry, from OMol25.

Each line ends with the natural charge from an NBO analysis.
Atoms and positions in Å:
O  -1.3219  1.1060  -0.7071  -0.965
H  -1.4693  1.8567  -1.3061  0.509
H  -1.1412  -0.4385  1.2127  0.318
H  -2.1981  0.6848  -0.6663  0.498
C  -0.0909  -0.6973  1.3140  -0.765
C  0.6614  0.0019  0.2854  0.680
O  1.0713  -0.6521  -0.7559  -0.629
H  0.2536  -0.3446  2.2928  0.297
H  0.1295  -1.7542  1.2491  0.271
H  0.8319  1.0744  0.2783  0.217
H  2.0393  -0.8087  -0.8123  0.569

charge	+1
max |F|	1.413	eV/A
energy above the lowest of the compared OMol25 structures with the same formula, charge and spin	31.73	kcal/mol
molar mass	63.08	g/mol
HOMO	-16.567	eV
frontier orbital gap	10.22	eV
LUMO	-6.350	eV


The following is a quantum chemistry calculation of a 2-piece molecular cluster, C2H7O2P overall, from OMol25.

Each line ends with the natural charge from an NBO analysis.
Atoms and positions in Å:
C  -1.2125  0.8727  -0.3863  -0.380
C  -0.3288  1.8384  -0.2277  -0.415
O  1.3184  -1.0460  0.3984  -0.545
O  1.0091  -0.4893  1.6633  -0.442
P  0.0902  -1.9657  -0.2380  0.650
H  -1.7987  0.4891  0.4342  0.203
H  0.8531  0.4499  1.4592  0.465
H  -1.4049  0.4260  -1.3502  0.199
H  0.2529  2.2270  -1.0480  0.200
H  -0.1627  2.3083  0.7311  0.187
H  0.7296  -1.8878  -1.4767  -0.053
H  0.6543  -3.2225  0.0409  -0.072

charge	0
max |F|	0.886	eV/A
energy above the lowest of the compared OMol25 structures with the same formula, charge and spin	109.81	kcal/mol
molar mass	94.05	g/mol
HOMO	-9.532	eV
frontier orbital gap	10.47	eV
SMILES	C=C.OOP
LUMO	0.934	eV


The following is a quantum chemistry calculation of one molecule with the formula C2H7O2PS at a distorted geometry, from OMol25.

Each line ends with the natural charge from an NBO analysis.
Atoms and positions in Å:
C  -1.9727  -0.4809  0.3715  -0.643
C  -0.8514  -0.8755  -0.5506  -0.662
O  1.2338  1.1498  0.7317  -0.980
O  1.9188  -0.5744  -1.0494  -1.092
P  0.8210  0.2460  -0.5744  1.944
S  2.7868  2.0531  1.1621  0.309
H  -1.5314  -0.7194  1.3708  0.215
H  -2.2324  0.6221  0.3959  0.223
H  -2.8384  -1.1656  0.1669  0.221
H  -0.2279  -1.7631  -0.2908  0.252
H  -1.2155  -0.6352  -1.6811  0.236
H  3.6618  0.9323  1.3376  0.143
H  0.4476  1.2108  -1.3900  -0.168

charge	0
max |F|	4.011	eV/A
energy above the lowest of the compared OMol25 structures with the same formula, charge and spin	38.47	kcal/mol
molar mass	126.12	g/mol
HOMO	-9.749	eV
frontier orbital gap	8.92	eV
SMILES	CC[P@H](=O)OS
LUMO	-0.825	eV


The following is a quantum chemistry calculation of a 2-piece molecular cluster, C2H7OP overall at a distorted geometry, from OMol25.

Each line ends with the natural charge from an NBO analysis.
Atoms and positions in Å:
C  1.2867  -0.1701  0.5942  -0.474
C  1.0625  -1.3710  0.0114  -0.349
O  -1.5991  -1.0424  -0.1949  -1.095
P  -1.7199  0.3878  -0.0481  1.333
H  -2.2821  0.9012  -1.2037  -0.057
H  1.2576  0.1187  1.6635  0.199
H  1.7359  0.7049  -0.0582  0.189
H  0.6595  -2.2837  0.5118  0.224
H  1.3329  -1.3405  -1.0472  0.199
H  -2.6593  0.7887  0.9879  -0.115
H  -0.6688  1.0155  0.6395  -0.053

charge	0
max |F|	3.220	eV/A
energy above the lowest of the compared OMol25 structures with the same formula, charge and spin	50.82	kcal/mol
molar mass	78.05	g/mol
HOMO	-9.627	eV
frontier orbital gap	10.56	eV
SMILES	O=[PH3].C=C
LUMO	0.936	eV


The following is a quantum chemistry calculation of a 2-piece molecular cluster, C2H7OPS overall at a distorted geometry, from OMol25.

Each line ends with the natural charge from an NBO analysis.
Atoms and positions in Å:
C  -1.7114  0.8113  -0.5253  -0.991
C  0.0408  -1.0856  0.6303  -0.571
O  0.7651  0.2608  -1.6421  -1.078
P  0.0651  0.3722  -0.3619  1.692
S  3.0801  -0.9301  1.2549  -0.291
H  -2.2183  -0.0549  -0.9484  0.244
H  -2.1533  1.0731  0.4298  0.238
H  -1.7866  1.6425  -1.2232  0.260
H  -0.2100  -1.0676  1.6737  0.222
H  0.2930  -2.0240  0.1680  0.240
H  0.5510  1.3697  0.4787  -0.091
H  3.2844  -0.3674  0.0655  0.126

charge	0
max |F|	2.922	eV/A
energy above the lowest of the compared OMol25 structures with the same formula, charge and spin	92.42	kcal/mol
molar mass	110.12	g/mol
HOMO (spin up / spin down)	-9.255 / -9.253	eV
frontier orbital gap (spin up / spin down)	6.37 / 6.37	eV
LUMO (spin up / spin down)	-2.882 / -2.881	eV


The following is a quantum chemistry calculation of a 2-piece molecular cluster, C2H7P overall at a distorted geometry, from OMol25.

Each line ends with the natural charge from an NBO analysis.
Atoms and positions in Å:
C  -0.8942  -1.7421  -0.6350  -0.515
C  0.6663  1.7235  0.5465  -0.973
P  1.1625  0.1234  1.2977  0.345
H  -1.1436  -2.6535  -0.2035  0.167
H  -0.6900  -1.8857  -1.7398  0.172
H  -1.5035  -0.9326  -0.4479  0.160
H  1.0864  2.4681  1.1153  0.224
H  -0.3938  1.7754  0.4465  0.234
H  1.0564  1.8983  -0.5045  0.233
H  0.6534  -0.7750  0.1247  -0.045

charge	0
max |F|	3.578	eV/A
energy above the lowest of the compared OMol25 structures with the same formula, charge and spin	93.59	kcal/mol
molar mass	62.05	g/mol
HOMO (spin up / spin down)	-8.304 / -8.174	eV
frontier orbital gap (spin up / spin down)	7.60 / 7.85	eV
LUMO (spin up / spin down)	-0.704 / -0.320	eV


The following is a quantum chemistry calculation of one molecule with the formula C2H7PS at a distorted geometry, from OMol25.

Each line ends with the natural charge from an NBO analysis.
Atoms and positions in Å:
C  -0.4138  -1.2306  1.6271  -0.850
C  0.0297  1.3639  -1.6597  -0.685
P  -0.1216  0.1248  0.0806  0.442
S  0.9559  0.7765  -2.8835  0.179
H  0.1285  -2.1760  1.4693  0.217
H  -0.1908  -0.6341  2.4646  0.217
H  -1.4274  -1.5839  1.4375  0.212
H  -1.1414  1.1780  -1.7525  0.195
H  1.2738  0.3421  0.6038  -0.020
H  -1.0940  0.9503  0.7387  -0.006
H  2.0011  0.8889  -2.1258  0.099

charge	0
max |F|	5.029	eV/A
energy above the lowest of the compared OMol25 structures with the same formula, charge and spin	112.70	kcal/mol
molar mass	94.12	g/mol
HOMO	-7.673	eV
frontier orbital gap	7.30	eV
SMILES	C[PH2]=CS
LUMO	-0.375	eV


The following is a quantum chemistry calculation of a 2-piece molecular cluster, C2H8 overall at a distorted geometry, from OMol25.

Each line ends with the natural charge from an NBO analysis.
Atoms and positions in Å:
C  2.5444  1.2335  0.6737  -0.896
H  3.3732  1.3642  -0.0439  0.219
H  1.9990  2.1086  1.0733  0.234
H  1.6437  0.9184  0.1186  0.215
H  3.0594  0.3478  1.2594  0.228
C  -2.4805  -1.2493  -0.6733  -0.852
H  -2.3002  -0.7347  -1.5200  0.208
H  -2.2500  -2.3228  -0.5967  0.223
H  -1.9862  -0.5265  0.0566  0.213
H  -3.6030  -1.1390  -0.3477  0.208

charge	0
max |F|	5.535	eV/A
energy above the lowest of the compared OMol25 structures with the same formula, charge and spin	27.07	kcal/mol
molar mass	32.09	g/mol
HOMO	-12.363	eV
frontier orbital gap	13.33	eV
SMILES	C.C
LUMO	0.963	eV


The following is a quantum chemistry calculation of a 2-piece molecular cluster, C2H8 overall, from OMol25.

Each line ends with the natural charge from an NBO analysis.
Atoms and positions in Å:
C  3.5567  1.7434  -4.3485  -0.852
H  2.8027  1.1402  -3.8217  0.213
H  4.3605  2.0185  -3.6498  0.213
H  3.0861  2.6558  -4.7436  0.213
H  3.9780  1.1593  -5.1800  0.213
C  4.4116  8.1739  -4.4565  -0.852
H  3.9470  8.0335  -3.4693  0.213
H  3.9000  8.9881  -4.9906  0.213
H  4.3266  7.2438  -5.0377  0.213
H  5.4737  8.4300  -4.3288  0.213

charge	0
max |F|	0.408	eV/A
energy above the lowest of the compared OMol25 structures with the same formula, charge and spin	0.34	kcal/mol
molar mass	32.09	g/mol
HOMO	-13.351	eV
frontier orbital gap	14.39	eV
SMILES	C.C
LUMO	1.036	eV


The following is a quantum chemistry calculation of C2H8AlN4O6P as an isolated structure at a distorted geometry, from OMol25.

Each line ends with the natural charge from an NBO analysis.
Atoms and positions in Å:
Al  -3.0825  -1.5473  3.0472  0.998
P  -5.8230  -1.3184  -1.3445  2.376
O  -4.4308  -2.0288  -1.5661  -0.775
O  -5.4264  -0.0182  -0.5041  -0.741
O  -6.5932  -2.1407  -0.2235  -0.793
O  -6.5652  -1.0317  -2.5766  -1.064
C  1.5884  -2.6604  -1.0889  0.751
O  1.0540  -3.0595  -0.0814  -0.682
N  1.0562  -2.3503  -2.2114  -0.819
N  2.8038  -2.1351  -0.9986  -0.848
H  0.0467  -2.3342  -2.2368  0.419
H  1.6150  -2.1362  -3.0251  0.391
H  3.1477  -2.1343  -0.0489  0.407
H  3.3330  -1.8447  -1.8083  0.381
C  1.7297  3.0760  1.9043  0.774
O  0.7498  2.4347  2.0060  -0.656
N  2.7936  2.6873  1.1673  -0.862
N  2.0157  4.1931  2.6271  -0.866
H  2.4023  1.9894  0.5509  0.402
H  3.6055  3.2370  0.9249  0.393
H  2.8135  4.7446  2.3452  0.400
H  1.1662  4.3776  3.1413  0.414

charge	0
max |F|	5.541	eV/A
energy above the lowest of the compared OMol25 structures with the same formula, charge and spin	4.48	kcal/mol
molar mass	242.06	g/mol
HOMO	-8.288	eV
frontier orbital gap	5.41	eV
LUMO	-2.876	eV